Entry from the OMol25 dataset: a cluster of 12 separate species, C22H58O12 in total in a non-equilibrium geometry (ωB97M-V with the def2-TZVPD basis set).

The calculation puts the HOMO energy at -9.342 eV. Its SMILES is CC(C)=O.CC(C)=O.CC(C)=O.CC(C)=O.CC(C)=O.CO.CO.CO.CO.CO.CO.CO. The value obtained for the energy above the lowest of the compared OMol25 structures with the same formula, charge and spin is 0.0 kJ/mol. The net charge is 0.

Each line ends with the Löwdin charge.
CARTESIAN COORDINATES (ANGSTROEM)
C (-6.41, 5.22, -1.15)  -0.02
C (-5.31, 4.37, -0.55)  -0.53
O (-4.78, 4.69, 0.45)  0.09
C (-4.89, 3.17, -1.36)  -0.03
H (-6.47, 6.19, -0.64)  0.09
H (-7.35, 4.69, -1.13)  0.08
H (-6.17, 5.40, -2.19)  0.07
H (-5.67, 2.39, -1.24)  0.10
H (-3.91, 2.82, -1.02)  0.07
H (-4.86, 3.39, -2.42)  0.07
C (1.00, -3.65, -1.79)  -0.01
C (0.79, -4.76, -0.81)  -0.52
O (0.52, -5.89, -1.19)  0.05
C (1.00, -4.48, 0.66)  -0.02
H (1.08, -4.11, -2.77)  0.09
H (1.83, -2.99, -1.48)  0.07
H (0.10, -3.04, -1.72)  0.07
H (2.07, -4.54, 0.82)  0.08
H (0.53, -5.25, 1.25)  0.08
H (0.68, -3.47, 0.96)  0.07
C (4.92, 0.01, 0.63)  -0.01
C (3.96, -1.13, 0.80)  -0.53
O (3.71, -1.87, -0.13)  0.05
C (3.33, -1.33, 2.13)  -0.01
H (4.47, 0.85, 1.18)  0.08
H (5.05, 0.22, -0.44)  0.09
H (5.87, -0.26, 1.09)  0.09
H (4.08, -1.16, 2.93)  0.10
H (3.01, -2.37, 2.17)  0.08
H (2.48, -0.64, 2.28)  0.07
C (0.91, -1.92, -5.88)  -0.02
C (1.77, -0.72, -5.61)  -0.51
O (2.68, -0.41, -6.31)  0.08
C (1.54, -0.03, -4.26)  -0.02
H (1.44, -2.60, -6.52)  0.08
H (-0.01, -1.60, -6.39)  0.09
H (0.57, -2.42, -4.95)  0.07
H (2.27, 0.76, -4.16)  0.08
H (1.74, -0.86, -3.57)  0.08
H (0.49, 0.27, -4.13)  0.08
C (1.10, 0.40, -0.62)  0.01
C (0.38, 0.70, 0.67)  -0.46
O (0.95, 1.16, 1.63)  0.04
C (-1.11, 0.41, 0.74)  0.00
H (2.14, 0.39, -0.34)  0.06
H (0.96, 1.12, -1.45)  0.09
H (0.86, -0.59, -1.00)  0.08
H (-1.42, -0.58, 0.33)  0.08
H (-1.61, 1.20, 0.15)  0.09
H (-1.44, 0.51, 1.78)  0.07
C (-2.64, -4.38, -0.92)  -0.09
O (-2.34, -2.98, -0.67)  -0.17
H (-3.64, -4.71, -0.61)  0.09
H (-2.58, -4.55, -1.97)  0.08
H (-1.83, -4.92, -0.41)  0.07
H (-2.65, -2.73, 0.21)  0.04
C (-4.27, -1.07, 2.21)  -0.16
O (-3.41, -2.11, 1.92)  -0.13
H (-4.08, -0.54, 3.15)  0.09
H (-4.22, -0.36, 1.37)  0.08
H (-5.29, -1.44, 2.25)  0.08
H (-3.14, -2.52, 2.75)  0.09
C (2.72, 1.33, 4.97)  -0.12
O (2.04, 0.37, 5.78)  -0.14
H (2.60, 2.31, 5.44)  0.08
H (3.78, 1.00, 4.93)  0.09
H (2.29, 1.38, 3.99)  0.05
H (2.41, 0.23, 6.65)  0.10
C (-0.17, -1.24, 3.93)  -0.15
O (-0.13, -1.21, 5.35)  -0.13
H (-1.18, -1.59, 3.64)  0.06
H (-0.04, -0.24, 3.58)  0.05
H (0.55, -1.94, 3.46)  0.08
H (0.63, -0.70, 5.66)  0.02
C (-2.41, -0.17, -3.13)  -0.18
O (-1.88, -1.47, -2.99)  -0.14
H (-3.48, -0.13, -2.84)  0.08
H (-1.87, 0.60, -2.56)  0.06
H (-2.29, 0.10, -4.18)  0.08
H (-2.13, -1.83, -2.13)  0.02
C (2.18, 4.15, -1.28)  -0.16
O (2.19, 3.88, -2.68)  -0.12
H (1.18, 4.56, -1.04)  0.09
H (2.31, 3.29, -0.61)  0.06
H (2.97, 4.86, -1.08)  0.08
H (1.53, 3.22, -2.90)  0.05
C (2.54, 3.98, 2.53)  -0.17
O (3.81, 3.37, 2.67)  -0.13
H (2.00, 4.04, 3.48)  0.07
H (2.58, 5.02, 2.19)  0.08
H (1.94, 3.40, 1.81)  0.05
H (4.52, 4.03, 2.66)  0.09

---

Entry from the OMol25 dataset: a cluster of 5 separate species, C4H21N2O5 in total in a non-equilibrium geometry (ωB97M-V with the def2-TZVPD basis set).

The calculation puts the HOMO energy at -13.361 eV. The value obtained for the energy above the lowest of the compared OMol25 structures with the same formula, charge and spin is 315.2 kJ/mol. The net charge is +1.

Each line ends with the natural charge from an NBO analysis.
CARTESIAN COORDINATES (ANGSTROEM)
N (1.34, -2.91, -0.66)  -0.78
C (0.47, -1.60, -0.21)  -0.05
C (-0.57, -1.30, -1.17)  -0.50
C (-1.90, -0.71, -0.42)  -0.05
O (-2.03, 0.64, -0.79)  -0.76
C (1.44, -0.33, -0.19)  -0.22
N (2.67, -0.60, 0.61)  -0.86
H (1.14, -3.05, -1.66)  0.43
H (2.41, -2.59, -0.36)  0.49
H (0.96, -3.82, -0.25)  0.45
H (0.06, -1.77, 0.83)  0.27
H (-0.15, -0.67, -2.00)  0.24
H (-0.91, -2.19, -1.73)  0.22
H (-2.73, -1.25, -0.74)  0.18
H (-1.88, -0.76, 0.65)  0.20
H (-2.15, 1.14, -0.01)  0.51
H (0.77, 0.41, 0.17)  0.22
H (1.93, -0.36, -1.29)  0.21
H (2.44, -0.36, 1.51)  0.37
H (3.49, -0.10, 0.36)  0.39
H (-0.03, 3.98, -0.12)  0.50
H (0.73, 2.64, 0.25)  0.50
O (0.16, 3.31, 0.63)  -0.96
H (-1.22, 2.70, 1.37)  0.51
H (-2.51, 2.63, 2.11)  0.49
O (-2.07, 2.18, 1.43)  -1.01
H (-0.59, 1.61, -1.66)  0.51
H (0.36, 2.69, -2.39)  0.49
O (0.29, 2.01, -1.74)  -1.01
H (-0.91, 0.23, 2.24)  0.52
H (-0.43, -1.18, 2.99)  0.51
O (-0.56, -0.63, 2.24)  -1.00

---

Entry from the OMol25 dataset: an isolated molecule of C3H4OP2 in a non-equilibrium geometry (ωB97M-V with the def2-TZVPD basis set).

The calculation puts the HOMO energy (spin up / spin down) at -7.496 / -7.496 eV. The value obtained for the energy above the lowest of the compared OMol25 structures with the same formula, charge and spin is 448.3 kJ/mol. The net charge is 0.

Each line ends with the natural charge from an NBO analysis.
CARTESIAN COORDINATES (ANGSTROEM)
C (-0.10, -1.49, 0.18)  -0.86
C (0.32, 1.52, 0.00)  -0.67
C (-0.68, 0.67, -0.05)  0.45
O (-2.00, 0.69, 0.18)  -0.70
P (2.08, 0.97, 0.12)  0.10
P (1.40, -0.93, -0.05)  0.70
H (-0.93, -2.08, -0.21)  0.24
H (0.11, 2.47, -0.31)  0.25
H (-2.62, -0.03, -0.04)  0.52
H (2.42, -1.79, 0.15)  -0.02